1.
166
Properties=species:S:1:pos:R:3:forces:R:3:lowdin_charge:R:1 method="wB97M-V/def2-TZVPD" charge=-1 homo_lumo_gap_ev=4.90 multiplicity=1 lumo_ev=0.5 e_homo_ev=-4.39 energy_ha=-210396.55698 e_above_lowest_kcal_mol=0.00
C 4.32960 -4.32184 0.54839 0.023 0.052 -0.394 -0.132
C 3.74825 -3.00002 0.06755 0.255 0.348 0.280 -0.350
C 2.29719 -2.78662 0.46378 0.145 -0.446 -0.406 -0.607
Cl 1.96957 -0.97820 0.26044 -0.151 0.088 0.243 0.528
B 1.18135 -3.66896 -0.37306 -0.793 -0.141 -0.162 -0.704
N 1.53877 -5.18795 -0.35509 0.356 0.287 0.211 0.021
C -0.36208 -3.39932 0.20512 0.122 -0.223 -0.579 -0.183
C -1.21597 -2.44318 -0.64575 0.341 0.316 0.683 -0.237
C -2.08559 -1.46446 0.13885 -0.872 0.338 -0.756 -0.423
C -3.42557 -2.08889 0.58585 0.237 0.367 0.236 -0.106
C -2.41043 -0.27199 -0.78056 0.077 -0.688 -0.123 -0.105
H 5.39472 -4.34883 0.32860 0.291 0.057 0.199 0.047
H 3.87298 -5.16236 0.04517 -0.259 -0.116 0.069 0.042
H 4.16063 -4.42027 1.61882 0.100 -0.151 0.204 0.055
H 3.87586 -2.87360 -1.00683 -0.138 -0.128 -0.190 0.106
H 4.35058 -2.20963 0.52530 0.084 0.180 -0.004 0.031
H 2.22102 -2.93202 1.54326 -0.083 -0.005 0.183 0.038
H 1.17297 -3.31485 -1.55644 0.304 0.133 0.009 0.093
H 0.99664 -5.72937 0.30418 -0.093 -0.102 -0.100 0.021
H 1.45523 -5.59631 -1.27235 -0.161 -0.154 0.029 0.021
H -0.35910 -3.08542 1.24968 -0.093 -0.005 -0.053 -0.004
H -0.87999 -4.36146 0.16701 0.029 -0.248 0.275 0.072
H -1.86821 -3.03084 -1.29426 -0.124 0.005 -0.240 0.103
H -0.58673 -1.84514 -1.30035 0.295 -0.037 -0.108 0.077
H -1.58370 -1.08345 1.02239 0.371 -0.058 0.038 0.072
H -3.52249 -2.04141 1.66726 -0.084 -0.323 0.174 0.022
H -4.25610 -1.51180 0.18752 -0.194 0.048 -0.052 0.006
H -3.54438 -3.10952 0.23468 0.064 -0.226 0.128 0.047
H -2.89464 -0.68890 -1.67011 -0.022 0.301 0.115 0.000
H -1.50650 0.20958 -1.14146 0.147 0.307 0.201 0.070
H -3.09341 0.42581 -0.30056 0.005 0.260 -0.044 0.068
C -0.90747 -2.47705 4.81460 0.137 -0.057 -0.100 -1.578
Br -0.51337 -1.62595 6.50647 0.123 0.003 0.082 0.592
Br -2.81167 -2.59241 4.56331 -0.103 0.173 0.016 0.590
Br -0.00512 -1.64422 3.34919 0.049 0.208 0.329 0.706
H -0.54243 -3.49238 4.87779 0.007 -0.025 0.056 -0.021
C 6.30560 -2.25276 3.67872 -0.101 0.042 0.008 -1.582
Br 7.16524 -1.27033 5.08971 0.175 -0.064 0.228 0.518
Br 4.43431 -1.82088 3.60785 -0.047 -0.097 -0.102 0.604
Br 7.18552 -1.98024 1.99210 -0.037 0.036 0.007 0.608
H 6.38650 -3.30187 3.92187 0.009 -0.024 -0.023 -0.022
C -6.70928 -1.15966 -2.42480 -0.299 -0.473 0.100 -1.624
Br -6.76164 0.07200 -0.95186 0.079 0.058 -0.092 0.600
Br -7.46557 -0.40952 -4.03730 0.354 0.083 0.019 0.535
Br -4.99227 -1.98724 -2.64268 -0.224 0.131 -0.351 0.681
H -7.37904 -1.97165 -2.18480 -0.042 0.048 0.170 -0.041
C 11.02335 0.86645 5.76786 -0.065 -0.039 0.001 -1.646
Br 10.20818 0.99980 4.02498 0.043 -0.033 0.051 0.548
Br 9.70648 0.88408 7.17009 -0.056 -0.021 -0.046 0.564
Br 12.17602 -0.66652 5.89991 -0.026 0.009 -0.028 0.584
H 11.64280 1.74155 5.89198 -0.037 -0.058 0.064 -0.141
C 14.00694 4.72419 6.10194 0.013 -0.055 0.095 -1.660
Br 12.84208 3.76053 4.91398 0.049 0.171 -0.134 0.629
Br 13.03203 5.98449 7.17537 0.011 -0.026 0.001 0.570
Br 15.06819 3.53669 7.18173 -0.032 0.004 -0.006 0.580
H 14.68877 5.28926 5.48465 0.027 0.015 -0.010 -0.127
C -4.47158 1.66822 -6.68508 0.046 0.028 0.094 -1.634
Br -5.72928 3.09779 -6.40219 0.041 -0.007 -0.030 0.515
Br -3.87617 1.60700 -8.51763 -0.026 -0.024 0.052 0.543
Br -3.00033 1.75898 -5.45640 -0.032 -0.011 -0.023 0.607
H -4.99306 0.74178 -6.48938 -0.013 -0.024 0.000 -0.044
C 4.09260 1.58155 2.54399 0.038 -0.076 0.069 -1.620
Br 3.71391 3.03858 1.34677 0.024 0.008 0.019 0.573
Br 5.85015 1.72677 3.33069 -0.101 -0.070 0.051 0.508
Br 2.76353 1.42504 3.92011 -0.155 0.036 -0.098 0.536
H 4.06734 0.66986 1.95830 -0.036 -0.017 -0.010 -0.070
C 2.57540 -3.68648 8.48401 -0.038 0.050 -0.143 -1.644
Br 1.99446 -2.45047 9.83881 0.003 0.013 0.048 0.547
Br 3.42629 -2.77731 7.02290 0.046 -0.010 -0.029 0.559
Br 3.68446 -5.07572 9.22552 -0.088 0.128 0.005 0.542
H 1.68799 -4.16160 8.09059 -0.043 -0.011 0.018 -0.054
C 4.40873 -6.59707 13.39747 -0.023 0.073 -0.077 -1.634
Br 4.46704 -4.68914 13.60833 0.013 -0.033 -0.010 0.586
Br 5.06860 -7.14064 11.67560 0.123 -0.154 0.083 0.549
Br 5.33898 -7.50410 14.81822 0.040 -0.032 0.041 0.580
H 3.37256 -6.89524 13.45254 -0.019 -0.020 0.007 -0.027
C -8.04935 6.05116 -8.03329 -0.307 -0.146 0.155 -1.639
Br -9.75643 6.29776 -8.90661 0.176 0.153 -0.079 0.519
Br -6.96902 7.63043 -8.02210 -0.086 0.041 0.045 0.606
Br -8.33565 5.30657 -6.27110 0.056 0.178 -0.106 0.537
H -7.52216 5.30513 -8.60564 0.066 -0.001 0.007 -0.137
C -4.73524 -6.03283 3.38907 0.068 0.061 0.086 -1.658
Br -5.47365 -5.12273 1.86864 0.017 0.008 -0.009 0.594
Br -5.48705 -7.79620 3.59811 -0.003 0.006 0.012 0.556
Br -2.81769 -6.08393 3.33183 0.020 -0.150 -0.125 0.562
H -5.01237 -5.46550 4.26612 -0.011 0.006 0.024 -0.053
C 15.77545 8.53204 5.24010 -0.046 -0.025 0.054 -1.618
Br 14.62361 7.63211 3.98997 -0.022 0.054 -0.093 0.612
Br 14.78695 9.71416 6.38877 0.016 -0.017 -0.011 0.576
Br 16.82164 7.26936 6.25010 -0.003 0.002 0.007 0.591
H 16.46188 9.13723 4.66767 0.025 0.003 -0.013 -0.032
C -7.85342 3.66599 -11.70510 -0.432 -0.119 -0.201 -1.597
Br -9.71159 3.54093 -12.23040 0.023 -0.071 -0.022 0.566
Br -7.19376 5.42083 -12.11032 0.035 0.049 0.384 0.563
Br -7.65073 3.10017 -9.88167 0.214 -0.040 -0.041 0.605
H -7.30996 2.95483 -12.31202 0.027 0.063 -0.027 -0.110
C -4.74071 6.11952 -15.40974 -0.103 -0.101 -0.023 -1.656
Br -6.54241 5.87169 -16.03380 0.041 -0.013 -0.021 0.585
Br -4.22618 4.76084 -14.15386 0.171 -0.061 -0.154 0.533
Br -3.48777 6.24562 -16.86765 0.012 0.019 0.021 0.592
H -4.71268 7.06154 -14.88451 -0.038 0.030 0.030 -0.111
C 8.10640 -10.32369 13.47470 -0.008 0.023 -0.045 -1.641
Br 7.40112 -11.80170 12.46968 0.016 0.019 0.003 0.556
Br 8.52419 -10.83006 15.28650 -0.055 0.037 0.005 0.549
Br 9.61974 -9.52049 12.60255 -0.010 -0.020 0.020 0.580
H 7.33072 -9.57241 13.52596 -0.010 0.021 0.017 -0.079
C 11.55558 -11.70946 17.85964 -0.001 0.017 -0.041 -1.667
Br 11.60909 -9.80509 18.12322 -0.002 -0.017 -0.001 0.564
Br 12.18483 -12.19880 16.11206 0.041 -0.008 0.010 0.558
Br 12.50527 -12.64660 19.24673 -0.005 0.013 -0.007 0.567
H 10.52063 -12.01128 17.92304 -0.020 -0.015 0.011 -0.040
C -13.50930 8.43204 -9.96929 0.014 0.134 0.033 -1.678
Br -12.03811 8.51268 -11.20105 0.006 0.055 -0.071 0.569
Br -13.04051 9.15806 -8.25342 -0.008 0.007 -0.001 0.571
Br -15.11634 9.23094 -10.67315 0.156 -0.052 0.026 0.562
H -13.72117 7.38816 -9.81537 -0.044 0.034 0.020 -0.158
C -17.02790 5.42383 -8.95220 -0.030 0.108 -0.005 -1.632
Br -17.38876 6.95184 -7.84515 0.013 -0.011 -0.013 0.587
Br -18.27628 5.27680 -10.40806 0.016 0.016 0.014 0.586
Br -15.21061 5.42892 -9.57639 -0.158 -0.050 -0.264 0.593
H -17.14690 4.54583 -8.33445 0.028 -0.025 0.025 -0.077
C 5.99721 2.06054 7.82790 -0.046 -0.035 -0.081 -1.649
Br 4.11128 2.15557 7.48390 0.059 -0.003 0.045 0.571
Br 6.65614 3.65907 8.67464 0.010 -0.013 -0.005 0.564
Br 6.45170 0.48756 8.84079 -0.006 -0.010 0.008 0.537
H 6.49391 1.97730 6.87057 0.012 -0.008 -0.023 -0.053
C -10.26922 0.85624 -6.78008 -0.003 -0.132 0.015 -1.583
Br -10.38451 2.02861 -5.26205 0.018 0.061 0.051 0.598
Br -11.26391 1.51642 -8.28858 0.136 -0.024 0.027 0.589
Br -8.43397 0.46112 -7.21202 -0.150 0.071 -0.199 0.537
H -10.72654 -0.07608 -6.48413 0.004 -0.035 -0.015 -0.024
C 9.15644 4.04123 1.48385 -0.090 -0.051 0.022 -1.644
Br 9.42451 4.83970 3.21528 -0.032 0.024 0.001 0.540
Br 7.30101 3.99795 0.99408 0.152 0.169 -0.113 0.556
Br 10.24450 4.89624 0.14656 0.027 0.022 -0.035 0.567
H 9.49166 3.01639 1.55454 0.027 -0.015 0.008 -0.052
C 1.82497 12.37956 -11.17651 -0.042 0.084 0.006 -1.650
Br 1.35266 14.02358 -10.29148 0.048 -0.023 0.034 0.565
Br 1.69973 10.87150 -9.99232 -0.012 0.011 -0.014 0.578
Br 0.76026 12.12919 -12.75682 0.135 -0.047 0.054 0.534
H 2.85625 12.46232 -11.48464 0.022 0.015 -0.003 -0.032
C -4.37114 0.90234 -12.79702 0.049 -0.031 -0.003 -1.638
Br -6.18126 0.66227 -13.41633 0.006 0.002 -0.004 0.609
Br -3.85900 -0.47496 -11.56078 -0.017 -0.004 -0.077 0.575
Br -3.13680 1.03554 -14.26676 -0.035 -0.018 0.036 0.571
H -4.33980 1.84085 -12.26230 -0.012 0.033 0.019 -0.041
C -2.83312 -3.89691 8.40761 -0.021 0.022 -0.105 -1.660
Br -4.06406 -5.14359 7.61062 0.011 -0.035 0.034 0.562
Br -3.73897 -2.61658 9.51888 0.028 -0.028 -0.011 0.575
Br -1.42397 -4.79575 9.36120 0.001 0.007 -0.018 0.569
H -2.36941 -3.34614 7.59999 -0.017 0.015 0.011 -0.128
C -2.32525 8.76246 -13.82849 -0.055 0.020 -0.140 -1.627
Br -0.69628 7.91314 -13.28047 -0.011 0.060 0.029 0.597
Br -3.80268 8.28162 -12.68873 0.031 0.068 0.129 0.606
Br -2.16092 10.67373 -13.97124 -0.106 -0.055 -0.027 0.560
H -2.55453 8.40580 -14.82319 0.009 -0.073 0.003 -0.068
C -13.70849 3.57646 -6.04378 -0.016 0.285 -0.115 -1.623
Br -12.52417 4.79758 -6.94964 0.023 -0.001 0.156 0.502
Br -14.50885 4.39352 -4.49762 0.008 -0.028 -0.010 0.592
Br -15.04573 2.89875 -7.25257 -0.015 -0.392 0.246 0.575
H -13.12250 2.73623 -5.69942 0.038 -0.015 -0.056 -0.089
C 4.63238 -14.95476 11.16333 0.034 0.028 0.012 -1.648
Br 4.02616 -13.77721 12.55631 -0.033 -0.021 0.010 0.555
Br 5.48638 -13.97654 9.74432 0.010 -0.006 0.019 0.563
Br 5.77726 -16.33669 11.85718 -0.003 0.013 -0.006 0.567
H 3.76197 -15.43753 10.74559 -0.017 -0.010 -0.016 -0.032

---

2.
90
Properties=species:S:1:pos:R:3:forces:R:3:lowdin_charge:R:1 method="wB97M-V/def2-TZVPD" charge=+1 homo_lumo_gap_ev=7.26 multiplicity=1 lumo_ev=-2.1 e_homo_ev=-9.39 energy_ha=-7736.78564 e_above_lowest_kcal_mol=0.00
Cd -0.06510 0.16810 -0.20190 -0.014 -0.352 -0.080 1.124
C -2.00580 3.82260 -0.34650 0.017 -0.081 -0.236 -0.406
C -0.70990 4.26360 0.33480 0.012 -0.068 0.149 -0.431
As 0.76250 3.00350 -0.12000 0.087 1.155 -0.081 1.161
C 0.82460 3.45980 -2.02120 -0.010 -0.239 0.034 -0.414
C 0.65440 2.46220 -2.97420 -0.003 -0.315 0.281 -0.141
C 0.71920 2.75860 -4.32610 0.010 -0.074 -0.194 -0.080
C 0.93700 4.05960 -4.74280 -0.039 -0.011 0.032 -0.072
C 1.08660 5.06380 -3.80150 0.066 0.074 -0.031 -0.066
C 1.03960 4.76640 -2.45250 -0.063 0.132 0.314 -0.113
C 2.30810 4.02120 0.51380 -0.006 -0.308 0.044 -0.395
C 3.40480 4.21090 -0.31980 -0.277 -0.163 -0.262 -0.120
C 4.52370 4.88210 0.13590 0.063 -0.023 0.036 -0.072
C 4.57100 5.34050 1.44120 0.028 0.001 0.039 -0.074
C 3.49680 5.12800 2.28900 -0.011 -0.016 0.070 -0.077
C 2.37060 4.46610 1.83100 -0.386 -0.122 -0.053 -0.113
As -2.31560 1.85100 -0.26560 -0.890 0.958 -0.008 1.212
C -4.08530 1.79330 -1.10930 0.333 -0.215 -0.067 -0.390
C -5.17150 2.50770 -0.61460 0.255 0.138 0.205 -0.118
C -6.41040 2.40250 -1.22300 0.009 0.051 0.055 -0.064
C -6.57270 1.58990 -2.33350 -0.029 0.015 -0.030 -0.068
C -5.49100 0.90320 -2.85590 -0.036 -0.003 -0.033 -0.074
C -4.25410 1.00950 -2.24540 0.358 -0.051 0.036 -0.137
C -2.77170 1.70890 1.63080 0.098 -0.121 0.038 -0.387
C -1.80980 2.05350 2.58010 0.259 0.126 -0.099 -0.155
C -2.10090 2.01420 3.93540 -0.026 0.073 0.023 -0.082
C -3.34870 1.58830 4.36230 0.086 0.044 0.070 -0.069
C -4.28730 1.17770 3.43150 -0.057 -0.005 -0.008 -0.064
C -4.00200 1.23470 2.07770 -0.006 -0.020 -0.335 -0.110
H -1.96840 4.07610 -1.41720 -0.061 -0.154 0.264 0.072
H -2.86800 4.34270 0.09390 0.137 -0.262 -0.137 0.078
H -0.84380 4.28890 1.42040 0.118 -0.027 -0.145 0.050
H -0.44880 5.28070 0.02150 0.096 -0.216 0.014 0.076
H 0.48500 1.42900 -2.65730 0.093 0.220 -0.138 0.045
H 0.62100 1.97280 -5.05930 -0.077 -0.110 -0.058 0.104
H 0.99260 4.30590 -5.79160 -0.004 -0.066 -0.128 0.109
H 1.26220 6.07650 -4.13060 -0.001 0.127 0.040 0.111
H 1.18550 5.56120 -1.72800 0.006 -0.042 -0.023 0.110
H 3.36330 3.83820 -1.33790 0.123 0.067 0.049 0.100
H 5.36190 5.03570 -0.52470 0.114 0.024 -0.080 0.108
H 5.45020 5.84870 1.80360 0.094 0.087 0.038 0.108
H 3.54130 5.46520 3.31280 -0.011 0.062 0.101 0.108
H 1.53010 4.29410 2.50010 0.122 0.062 -0.009 0.098
H -5.04010 3.14400 0.25400 -0.114 -0.023 -0.015 0.106
H -7.24970 2.95390 -0.82670 -0.065 0.049 0.025 0.111
H -7.54060 1.50400 -2.79930 -0.143 -0.009 -0.067 0.109
H -5.61030 0.28640 -3.73370 -0.007 -0.042 -0.084 0.108
H -3.39840 0.48800 -2.66330 -0.088 -0.013 -0.005 0.082
H -0.79690 2.31100 2.27570 -0.203 0.050 0.046 0.067
H -1.35100 2.30760 4.65720 0.046 -0.017 0.010 0.116
H -3.58100 1.56370 5.41630 -0.021 -0.008 0.082 0.111
H -5.25410 0.82720 3.75790 -0.101 -0.076 0.033 0.111
H -4.73960 0.89960 1.35770 -0.024 0.034 0.079 0.101
O 0.14820 -0.66910 2.04390 0.058 0.179 -0.175 -0.218
C -1.05480 -1.10880 2.63600 -0.342 -0.024 0.425 -0.205
C -2.09300 -1.54460 1.62970 -0.022 -0.025 0.244 -0.317
C -3.20010 -2.27900 2.04850 0.087 0.057 -0.272 0.002
C -4.13320 -2.67270 1.10940 0.258 0.152 0.052 -0.026
C -3.92780 -2.32480 -0.22080 0.073 0.066 -0.047 -0.034
C -2.80540 -1.59040 -0.54440 -0.251 -0.149 -0.157 -0.178
N -1.91400 -1.19040 0.36110 0.087 -0.107 0.230 -0.061
H 0.57410 -1.48820 1.70940 0.357 -0.252 -0.018 -0.040
H -1.44690 -0.27160 3.21990 0.003 -0.206 -0.067 0.102
H -0.86480 -1.93690 3.32750 0.043 0.051 -0.137 0.142
H -3.30340 -2.54490 3.08970 0.013 -0.018 0.081 0.129
H -4.99460 -3.25230 1.40080 -0.102 -0.061 0.022 0.117
H -4.62460 -2.62570 -0.98620 -0.022 -0.011 -0.112 0.112
H -2.59210 -1.31230 -1.56950 -0.084 -0.006 -0.021 0.089
N 0.49760 -1.46180 -2.13720 -0.384 -0.265 0.136 -0.073
N 1.82160 -1.35430 -2.60570 0.374 -0.186 -0.183 -0.072
C 2.77660 -0.81100 -1.83530 -0.264 0.230 -0.051 -0.846
N 4.04700 -0.83750 -2.25720 -0.159 -0.142 0.003 0.112
S 2.46730 -0.01390 -0.38090 0.143 0.209 0.260 0.583
H 0.41930 -2.26260 -1.43650 0.203 0.283 -0.303 -0.071
H -0.10160 -1.68680 -2.93180 0.254 0.239 0.075 0.100
H 2.13010 -2.04680 -3.28630 -0.220 0.135 0.229 0.152
H 4.36280 -1.35420 -3.05940 -0.059 -0.046 -0.079 0.120
H 4.73130 -0.40990 -1.65580 0.043 -0.091 -0.072 0.098
F 3.34720 -8.22760 -0.26610 -0.172 0.267 0.073 0.122
C 2.65870 -7.09000 -0.11480 -0.058 0.116 -0.010 -0.134
C 2.64310 -6.14030 -1.12980 0.041 -0.022 -0.062 -0.146
F 3.31770 -6.34170 -2.27200 -0.068 -0.095 0.231 0.110
C 1.92910 -4.96830 -0.96410 -0.178 0.035 0.408 -0.220
F 1.94010 -4.06400 -1.98250 0.079 -0.335 0.185 0.034
C 1.20500 -4.67790 0.19710 0.622 -0.840 -0.054 -0.545
S 0.28490 -3.24420 0.36950 -0.590 0.457 0.173 0.734
C 1.23820 -5.65760 1.20500 -0.009 0.328 -0.302 -0.234
F 0.55590 -5.44430 2.34310 0.262 -0.183 -0.282 0.073
C 1.94810 -6.83620 1.05860 0.102 -0.147 -0.016 -0.139
F 1.95650 -7.73790 2.04640 0.025 0.111 -0.208 0.122